This record from the OMol25 dataset describes an isolated molecule of C11H17N3O in a non-equilibrium geometry. The level of theory is the ωB97M-V functional and the def2-TZVPD basis.

Geometry as XYZ:
```
32
Properties=species:S:1:pos:R:3
C -4.970 -0.899 0.357
C -2.961 0.341 0.067
C -2.296 1.607 -0.113
C -0.888 1.491 -0.455
C -0.282 0.291 -0.608
C -1.113 -0.852 -0.496
C 1.999 1.268 -0.802
C 2.376 1.489 0.652
C 2.283 0.247 1.562
C 2.068 -1.756 0.046
C 1.673 -1.057 -1.198
H -4.993 -1.530 1.421
H -6.094 -0.595 0.280
H -4.662 -1.486 -0.540
H -2.800 2.598 -0.113
H -0.212 2.386 -0.616
H -0.741 -1.806 -0.569
H 1.632 2.206 -1.245
H 2.815 1.046 -1.509
H 3.264 1.993 0.721
H 1.600 2.166 1.078
H 1.272 0.019 1.886
H 2.757 0.619 2.442
H 3.789 -0.921 0.596
H 2.545 -2.739 -0.133
H 1.106 -2.135 0.547
H 2.545 -0.951 -1.853
H 1.011 -1.797 -1.767
N -2.403 -0.854 -0.199
N 1.029 0.218 -1.083
N 2.845 -1.002 1.059
O -4.195 0.395 0.585
```

Summary:
M   207.3 g mol⁻¹
Highest occupied orbital energy   -7.43 eV
Energy above the lowest of the compared OMol25 structures with the same formula, charge and spin   254.26 kJ/mol
LUMO   0.9 eV

Mulliken population analysis, charges in e, atoms 1 to 4: -0.606 0.476 -0.933 0.123



This record from the OMol25 dataset describes an isolated molecule of C4H9N3O in a non-equilibrium geometry. The level of theory is the ωB97M-V functional and the def2-TZVPD basis.

Geometry as XYZ:
```
17
Properties=species:S:1:pos:R:3
C -0.780 0.463 1.433
C -1.023 -1.436 -0.253
N 1.956 0.694 0.256
N 1.747 0.462 -1.147
C -0.280 -0.166 0.136
C -0.383 0.946 -1.052
N 1.115 -0.439 0.130
O -1.241 0.890 -1.896
H 2.878 0.371 0.556
H 2.298 -0.301 -1.553
H 0.059 1.921 -0.807
H -0.172 1.322 1.711
H -1.816 0.773 1.299
H -0.889 -2.204 0.509
H -2.086 -1.222 -0.358
H -0.656 -1.808 -1.208
H -0.729 -0.266 2.242
```

Summary:
M   115.1 g mol⁻¹
Highest occupied orbital energy   -8.84 eV
Energy above the lowest of the compared OMol25 structures with the same formula, charge and spin   528.95 kJ/mol
LUMO   0.7 eV

Mulliken population analysis, charges in e, atoms 1 to 4: -1.565 -1.554 -0.258 -0.373



This record from the OMol25 dataset describes an isolated molecule of C6H8N4Si in a non-equilibrium geometry. The level of theory is the ωB97M-V functional and the def2-TZVPD basis.

Geometry as XYZ:
```
19
Properties=species:S:1:pos:R:3
C -1.731 -0.482 3.262
C -1.292 -1.719 2.796
C -1.451 0.371 2.183
C -0.583 1.461 -0.129
C -1.297 2.198 0.928
C -0.320 0.131 0.107
N -0.720 -1.665 1.634
N -1.720 1.735 2.046
N -0.790 -0.361 1.259
N 0.388 -0.898 -1.029
Si 1.669 -0.408 -2.093
H -2.170 -0.358 4.227
H -1.119 -2.539 3.393
H -0.206 1.808 -1.044
H -1.265 3.185 0.607
H 0.412 -1.779 -0.432
H 2.954 -0.054 -1.390
H 1.389 0.908 -2.897
H 1.784 -1.681 -3.052
```

Summary:
M   164.2 g mol⁻¹
Highest occupied orbital energy   -8.63 eV
Energy above the lowest of the compared OMol25 structures with the same formula, charge and spin   0.00 kJ/mol
LUMO   0.5 eV

Mulliken population analysis, charges in e, atoms 1 to 4: -0.797 -0.245 0.434 -0.730



This record from the OMol25 dataset describes a structure of composition C10H48B2CuN20O10 in a non-equilibrium geometry. The level of theory is the ωB97M-V functional and the def2-TZVPD basis.

Geometry as XYZ:
```
91
Properties=species:S:1:pos:R:3
Cu 0.466 0.182 1.422
B -0.813 2.181 1.230
H 0.215 2.104 1.548
H -1.259 3.036 1.713
H -0.750 2.191 0.153
H -1.338 1.285 1.524
B 0.700 -0.622 -0.742
H 0.634 0.437 -0.941
H 1.051 -1.078 -1.654
H 1.436 -0.829 0.019
H -0.245 -1.005 -0.390
C 1.042 -0.135 -4.711
O 1.999 0.291 -4.075
N 1.005 -0.184 -5.984
N 0.193 -0.878 -4.140
H 1.837 0.034 -6.513
H 0.197 -0.475 -6.515
H 0.227 -0.899 -3.131
H -0.664 -0.925 -4.673
C 3.579 1.099 2.229
O 2.449 1.023 1.792
N 4.541 1.601 1.523
N 3.879 0.728 3.451
H 5.462 1.345 1.850
H 4.285 1.875 0.586
H 4.848 0.796 3.728
H 3.250 0.331 4.134
C -2.712 -0.925 2.257
O -1.588 -0.937 1.850
N -3.235 -2.109 2.250
N -3.432 0.119 2.594
H -2.715 -2.883 1.863
H -4.157 -2.195 2.653
H -2.918 0.965 2.795
H -4.291 -0.095 3.079
C 1.755 -2.664 2.016
O 0.903 -1.799 2.129
N 2.137 -3.353 3.012
N 2.325 -3.023 0.930
H 1.540 -3.296 3.824
H 2.817 -4.098 2.961
H 2.863 -3.877 0.885
H 2.088 -2.399 0.172
C -2.685 0.434 -2.062
O -3.483 0.264 -2.901
N -2.768 -0.136 -0.935
N -1.586 1.108 -2.209
H -3.430 -0.898 -0.962
H -2.095 0.058 -0.207
H -0.784 0.497 -2.157
H -1.612 1.723 -3.010
C -0.025 0.871 4.557
O 0.553 0.483 3.601
N -1.073 0.344 5.009
N 0.248 2.021 5.072
H -1.643 0.871 5.655
H -1.504 -0.473 4.603
H 0.776 2.561 4.402
H -0.373 2.341 5.802
C 1.086 4.253 -2.245
O 1.176 5.423 -2.388
N 0.952 3.394 -3.181
N 0.958 3.684 -1.047
H 0.994 2.412 -2.950
H 1.020 3.853 -4.078
H 0.931 4.198 -0.178
H 0.904 2.686 -0.898
C -3.560 3.930 -0.622
O -4.399 4.649 -1.084
N -2.313 4.056 -0.908
N -3.704 2.949 0.205
H -2.242 4.671 -1.706
H -1.683 3.442 -0.412
H -2.953 2.573 0.766
H -4.596 2.822 0.661
C 3.315 -2.771 -2.304
O 4.188 -3.577 -2.111
N 3.416 -1.468 -2.431
N 2.082 -3.172 -2.379
H 4.287 -1.062 -2.122
H 2.568 -0.919 -2.452
H 1.511 -2.423 -2.014
H 1.902 -4.145 -2.176
C -2.131 -3.803 -0.718
O -3.064 -3.108 -0.906
N -1.084 -3.363 -0.032
N -2.136 -5.040 -1.055
H -0.259 -3.929 0.107
H -1.098 -2.439 0.375
H -2.860 -5.151 -1.750
H -1.327 -5.632 -0.929
```

Summary:
M   693.8 g mol⁻¹
Highest occupied orbital energy (alpha / beta)   -8.10 / -8.10 eV
Multiplicity   2
LUMO (alpha / beta)   -0.4 / -2.0 eV

Mulliken population analysis, charges in e, atoms 1 to 4: 1.772 6.439 -0.675 -0.251